{
  "formula": "C33H38N3O3P2Re",
  "method": "ωB97M-V with the def2-TZVPD basis set",
  "spin_multiplicity": 2,
  "s_squared": 0.76,
  "total_charge": 1,
  "e_homo_ev": [-10.523, -10.464],
  "e_lumo_ev": [-2.9, -3.5],
  "symbols": ["Re", "C", "O", "C", "C", "C", "C", "C", "C", "N", "N", "C", "O", "C", "C", "C", "C", "C", "C", "C", "O", "H", "H", "H", "H", "H", "H", "H", "H", "H", "H", "H", "H", "N", "C", "C", "C", "C", "C", "C", "C", "C", "C", "C", "C", "C", "H", "H", "H", "H", "H", "H", "H", "H", "H", "H", "C", "P", "C", "C", "C", "P", "C", "C", "H", "H", "H", "H", "H", "H", "H", "H", "H", "H", "H", "H", "H", "H", "H", "H"],
  "positions_angstrom": [[-0.578, 0.736, -0.291], [-2.419, 3.034, -3.691], [-1.480, 2.382, -4.545], [-0.188, 2.290, -4.160], [0.766, 2.348, -5.163], [2.131, 2.255, -4.896], [2.561, 2.117, -3.598], [1.616, 2.006, -2.567], [2.070, 1.959, -1.207], [1.327, 1.649, -0.194], [1.909, 1.845, 1.055], [1.023, 1.619, 1.962], [-0.207, 1.235, 1.646], [1.321, 1.820, 3.391], [0.279, 1.954, 4.304], [0.556, 2.125, 5.652], [1.872, 2.159, 6.089], [2.914, 2.038, 5.177], [2.642, 1.873, 3.829], [0.238, 2.071, -2.839], [-0.643, 1.922, -1.855], [-3.248, 3.314, -4.335], [-1.982, 3.932, -3.249], [-2.766, 2.367, -2.904], [0.407, 2.481, -6.175], [2.841, 2.316, -5.709], [3.615, 2.086, -3.355], [3.095, 2.241, -0.981], [-0.744, 1.938, 3.952], [-0.255, 2.238, 6.358], [2.089, 2.289, 7.141], [3.939, 2.075, 5.518], [3.444, 1.777, 3.110], [0.522, -1.076, -0.334], [1.177, -1.253, -1.611], [2.558, -1.288, -1.670], [3.180, -1.414, -2.903], [2.404, -1.507, -4.049], [1.019, -1.483, -3.966], [0.368, -1.358, -2.740], [-1.121, -1.247, -2.657], [-1.910, -1.914, -3.597], [-3.268, -1.669, -3.690], [-3.846, -0.709, -2.871], [-3.070, -0.058, -1.923], [-1.714, -0.352, -1.747], [1.210, -1.069, 0.433], [-0.055, -1.889, -0.122], [3.141, -1.217, -0.758], [4.259, -1.431, -2.966], [2.877, -1.590, -5.018], [0.430, -1.526, -4.872], [-1.448, -2.620, -4.276], [-3.865, -2.199, -4.420], [-4.897, -0.467, -2.973], [-3.540, 0.707, -1.313], [1.795, -3.682, 2.809], [1.171, -1.965, 2.935], [1.408, -1.655, 4.721], [-0.645, -2.318, 2.896], [-1.581, -1.106, 2.843], [-2.161, -0.532, 1.194], [-3.528, 0.559, 1.677], [-2.971, -2.048, 0.590], [2.864, -3.694, 3.018], [1.649, -4.068, 1.800], [1.296, -4.347, 3.518], [1.050, -2.498, 5.315], [0.884, -0.750, 5.026], [2.468, -1.503, 4.923], [-0.870, -2.886, 3.805], [-0.850, -3.011, 2.074], [-1.184, -0.254, 3.396], [-2.522, -1.380, 3.329], [-4.180, 0.076, 2.407], [-4.116, 0.819, 0.798], [-3.114, 1.470, 2.108], [-3.454, -2.556, 1.426], [-2.251, -2.726, 0.130], [-3.711, -1.808, -0.168]],
  "mulliken_charge": [0.6699, -0.4890, -0.4779, 0.4526, -0.5175, -0.7760, -0.7628, 0.4355, -0.3713, 0.7557, -1.2954, 0.3232, -0.9099, 0.5660, -0.0318, -0.8710, -0.3946, -0.7281, -0.4690, 1.0017, -0.8385, 0.2989, 0.3075, 0.0272, 0.4909, 0.4333, 0.4715, 0.4882, 0.5322, 0.4213, 0.4295, 0.4125, 0.4501, -0.1840, 0.8929, -0.9957, -0.6710, -1.0355, -0.8944, 0.1888, 1.2930, -0.7622, -0.8800, -1.1280, -0.7706, 0.3979, -0.1712, 0.5304, 0.4954, 0.4539, 0.4503, 0.5179, 0.5692, 0.4319, 0.4750, 0.4750, -1.3761, 0.8751, -1.2145, -1.4906, -0.7445, 1.4226, -1.3639, -1.5935, 0.4162, 0.3702, 0.3931, 0.4091, 0.2157, 0.4003, 0.7638, 0.4887, 0.0805, 0.7251, 0.4931, 0.3388, 0.3223, 0.4979, 0.3659, 0.4908]
}



{
  "formula": "C24H28N6O2S",
  "method": "ωB97M-V with the def2-TZVPD basis set",
  "e_homo_ev": -8.061,
  "e_lumo_ev": 0.4,
  "smiles": "Cc1cc(C)c2cc(CN(Cc3cccs3)Cc3nnnn3C[C@H]3CCCO3)c(=O)[nH]c2c1",
  "symbols": ["C", "C", "C", "C", "N", "C", "O", "C", "C", "C", "C", "C", "H", "C", "H", "H", "H", "H", "C", "N", "C", "C", "N", "N", "N", "N", "C", "H", "H", "C", "C", "H", "C", "H", "H", "C", "H", "H", "O", "H", "H", "H", "H", "C", "C", "C", "C", "C", "S", "H", "H", "H", "H", "H", "H", "H", "H", "H", "H", "H", "H"],
  "positions_angstrom": [[-5.416, 3.266, 2.276], [-4.128, 2.505, 2.331], [-3.885, 1.446, 1.482], [-2.671, 0.762, 1.548], [-2.429, -0.301, 0.723], [-1.264, -1.022, 0.656], [-1.170, -1.949, -0.140], [-0.224, -0.604, 1.584], [-0.457, 0.406, 2.456], [-1.681, 1.138, 2.473], [-1.935, 2.222, 3.339], [-3.144, 2.876, 3.253], [-3.344, 3.708, 3.913], [-0.905, 2.662, 4.334], [-0.654, 1.851, 5.017], [0.007, 2.974, 3.826], [-1.276, 3.500, 4.919], [0.315, 0.681, 3.158], [1.117, -1.287, 1.481], [2.106, -0.583, 0.678], [1.874, -0.634, -0.746], [0.695, 0.127, -1.249], [0.083, 1.145, -0.684], [-0.924, 1.476, -1.484], [-0.959, 0.734, -2.507], [0.052, -0.138, -2.414], [0.291, -1.115, -3.436], [1.333, -1.054, -3.763], [-0.374, -0.849, -4.260], [0.008, -2.547, -2.973], [-0.508, -3.471, -4.088], [-0.074, -3.172, -5.043], [0.013, -4.853, -3.667], [-0.792, -5.511, -3.348], [0.552, -5.335, -4.481], [0.957, -4.537, -2.488], [1.914, -5.056, -2.543], [0.468, -4.778, -1.534], [1.219, -3.154, -2.547], [-1.592, -3.436, -4.168], [-0.704, -2.534, -2.135], [1.759, -1.681, -1.041], [2.769, -0.243, -1.247], [2.440, 0.745, 1.180], [3.652, 1.281, 0.498], [3.733, 2.324, -0.372], [5.045, 2.549, -0.849], [5.941, 1.669, -0.337], [5.204, 0.547, 0.740], [6.994, 1.605, -0.523], [5.303, 3.331, -1.540], [2.880, 2.912, -0.659], [2.644, 0.636, 2.250], [1.615, 1.460, 1.040], [1.546, -1.413, 2.480], [0.976, -2.272, 1.029], [-3.143, -0.554, 0.050], [-4.625, 1.142, 0.757], [-5.867, 3.324, 3.265], [-5.233, 4.284, 1.934], [-6.121, 2.795, 1.595]],
  "mulliken_charge": [-1.5763, 0.7215, -1.0124, -0.3481, 0.2408, 0.1045, -0.8021, 0.9401, -0.1230, 0.7389, 1.3448, -0.8564, 0.3659, -1.7645, 0.3662, 0.3527, 0.3683, 0.4758, -2.3953, 0.2051, -0.6446, 0.1066, 0.2726, -0.8432, -0.5618, 0.9414, -1.4299, 0.3028, 0.3610, 1.0761, -0.8666, 0.3643, -0.4986, 0.2783, 0.2698, -0.6056, 0.3745, 0.2570, -0.4279, 0.3607, 0.2081, 0.2222, 0.4593, -0.4304, -0.2686, -0.3374, -0.6076, -0.4393, -0.1353, 0.4519, 0.4039, 0.5205, 0.6115, 0.2231, 0.6165, 0.4725, 0.2321, 0.3257, 0.3695, 0.3253, 0.3429]
}



{
  "formula": "C7H14",
  "method": "ωB97M-V with the def2-TZVPD basis set",
  "e_homo_ev": -8.958,
  "e_lumo_ev": 1.1,
  "smiles": "C=C[C@]1(C)C[C@H]1C.[H][H]",
  "symbols": ["C", "C", "C", "C", "C", "C", "C", "H", "H", "H", "H", "H", "H", "H", "H", "H", "H", "H", "H", "H", "H"],
  "positions_angstrom": [[-2.600, 0.150, 0.252], [-1.481, 0.359, -0.440], [0.516, 1.593, 0.292], [1.074, 0.656, -0.728], [2.469, 0.129, -0.474], [-0.103, 0.217, 0.125], [0.102, -0.869, 1.176], [-1.789, -2.094, -1.057], [-2.574, -0.208, 1.279], [-3.580, 0.345, -0.172], [-1.549, 0.736, -1.462], [-0.085, 2.437, -0.035], [1.105, 1.781, 1.186], [0.860, 0.875, -1.773], [2.647, -0.009, 0.598], [2.666, -0.824, -0.975], [3.207, 0.856, -0.829], [-1.340, -2.640, -1.297], [-0.733, -1.576, 1.161], [0.179, -0.464, 2.190], [1.009, -1.450, 0.981]],
  "mulliken_charge": [-0.6703, -0.7650, -1.0063, 0.1583, -1.6420, 1.6982, -1.7975, -0.2359, 0.2491, 0.2737, 0.2823, 0.2789, 0.2817, 0.3815, 0.3641, 0.3342, 0.3942, 0.2494, 0.4499, 0.3462, 0.3754]
}



Number 1: calculated total energy -2431.092186 Eh. Number 2: calculated total energy -1808.551598 Eh. Number 3: calculated total energy -275.022701 Eh.